No. 1
Formula: C51H67BrIN5O19P4S
Source: OMol25
Level of theory: ωB97M-V with the def2-TZVPD basis set

```
! wB97M-V def2-TZVPD RIJCOSX def2/J DEFGRID3
* xyz 0 1
C 6.20725 0.80289 2.41925
P 4.49850 0.26840 1.88590
C 4.39061 -1.57225 1.54735
C 3.81029 1.29319 0.49129
C 2.32502 1.46379 0.48353
C 1.59671 2.19640 -0.55144
C 2.42197 2.80874 -1.63905
P 1.49892 3.71371 -2.99266
N 0.51454 2.64186 -3.67998
C 3.89432 2.72542 -1.68802
P 4.99948 3.49880 -2.96699
N 5.35959 2.50297 -4.16720
C 4.55813 1.94523 -0.58928
C 6.10710 1.83971 -0.64422
C 6.74554 0.75992 -1.40826
C 8.21202 0.86522 -1.36864
C 8.83968 1.94151 -0.62958
N 8.28930 2.94347 0.13128
C 6.92687 2.80603 0.06012
N 0.17000 2.41005 -0.62814
P -0.32639 3.92342 0.15225
O -1.55784 3.46405 1.22924
O -1.21974 4.70030 -1.07570
C -0.62023 1.31602 -0.08395
C -1.94205 1.05440 -0.72997
C -2.35320 1.93662 -1.96025
C -3.03785 1.08672 -3.10209
O -2.82013 -0.07072 -3.27460
Br -4.37032 1.89993 -4.33447
C -2.79686 -0.00442 -0.19364
O -4.07132 -0.27575 -0.73351
C -2.41261 -0.84123 0.97588
N -3.35471 -1.83701 1.44929
C -1.09562 -0.61160 1.58522
C -0.67055 -1.51059 2.78847
C -0.46109 -0.70339 4.11963
O -1.19846 0.14630 4.49763
I 1.30393 -1.27628 5.30323
C -0.26089 0.45839 1.03557
S 1.36012 0.71099 1.84676
H 7.01301 0.68682 1.64547
H 6.51322 0.16343 3.30156
H 6.23744 1.86877 2.78358
H 3.89834 -2.04841 2.44514
H 5.36333 -2.05533 1.27178
H 3.65293 -1.71968 0.70143
H 2.38541 4.24697 -3.98097
H 0.71486 4.76769 -2.44091
H 0.66483 1.75653 -3.17931
H 6.24770 3.82443 -2.33385
H 4.39507 4.66698 -3.54681
H 6.37829 2.36027 -4.17406
H 6.23406 -0.04026 -1.98641
H 8.84130 0.11750 -1.90902
H 9.96603 1.97378 -0.67769
H 6.35651 3.58044 0.65094
H -1.22154 3.49782 2.14352
H -1.82797 5.30994 -0.61255
H -1.43125 2.38758 -2.45114
H -2.98174 2.81422 -1.64595
H -4.13854 -1.24383 -0.86327
H -4.30712 -1.46974 1.30088
H -3.29210 -1.90164 2.47458
H 0.26183 -2.06101 2.46055
H -1.42729 -2.31562 3.01741
O -0.38333 -2.01906 -0.99687
C -1.14044 -2.83693 -1.43683
C -1.44879 -3.06212 -2.89429
C -2.71352 -3.89862 -2.82772
C -2.54800 -4.63292 -1.51318
O -1.81884 -3.73234 -0.66706
H -0.62292 -3.60921 -3.35194
H -1.61771 -2.11868 -3.40977
H -2.84477 -4.56573 -3.68004
H -3.58657 -3.24012 -2.77794
H -1.96926 -5.55432 -1.62196
H -3.50727 -4.87135 -1.05235
O -0.27216 -6.14191 -5.58842
C 0.82781 -5.92831 -5.15831
C 2.12844 -6.29954 -5.82522
C 3.12313 -6.15632 -4.68827
C 2.48230 -5.08459 -3.83132
O 1.06729 -5.26519 -3.99624
H 2.32824 -5.59406 -6.63037
H 2.09673 -7.31810 -6.20588
H 4.13115 -5.90044 -5.01549
H 3.17901 -7.09463 -4.12921
H 2.74497 -4.07584 -4.16116
H 2.74430 -5.19112 -2.77877
O 4.73367 -4.80217 -8.81038
C 3.97502 -5.61611 -9.25622
C 3.66162 -5.83262 -10.71645
C 2.39569 -6.66865 -10.65061
C 2.56494 -7.41070 -9.34118
O 3.29875 -6.51534 -8.49143
H 4.48678 -6.37721 -11.17986
H 3.49362 -4.88536 -11.22514
H 2.26059 -7.33076 -11.50590
H 1.52455 -6.01067 -10.59367
H 3.14210 -8.33214 -9.45652
H 1.60658 -7.64991 -8.87968
O -2.63666 -1.27192 10.95646
C -2.18102 -0.62017 10.05720
C -2.60405 -0.68595 8.60922
C -1.46137 0.02516 7.90981
C -0.98289 0.99164 8.96983
O -1.22103 0.32719 10.22247
H -3.54926 -0.15211 8.48986
H -2.70137 -1.71798 8.27681
H -1.75219 0.51492 6.98192
H -0.66908 -0.69339 7.67801
H -1.54464 1.92961 8.96068
H 0.07940 1.21599 8.87049
O 1.90427 -0.04571 -3.74198
C 2.16084 -0.22492 -4.89926
C 3.36240 0.31048 -5.63578
C 2.95972 0.11349 -7.08675
C 2.04286 -1.08944 -7.00889
O 1.40396 -0.99441 -5.72897
H 4.23728 -0.28621 -5.37025
H 3.53004 1.35877 -5.40161
H 3.80378 -0.03190 -7.76171
H 2.39835 0.98555 -7.43272
H 2.59227 -2.03470 -7.05510
H 1.28797 -1.08174 -7.79552
O -3.82570 1.87739 6.71131
C -4.15105 2.86882 7.30568
C -5.56545 3.28787 7.62716
C -5.38929 4.74741 8.00856
C -3.98156 4.76697 8.56373
O -3.26847 3.75985 7.82509
H -5.93179 2.68915 8.46440
H -6.21354 3.17238 6.75984
H -6.13928 5.11304 8.71585
H -5.44273 5.37012 7.11062
H -3.94953 4.50722 9.62531
H -3.49888 5.73379 8.42283
O -7.74922 5.89682 9.20274
C -8.61235 5.82313 8.37089
C -9.83966 4.94787 8.44068
C -10.32588 4.96555 7.00232
C -9.84636 6.31720 6.51621
O -8.62943 6.56672 7.23614
H -10.56198 5.40276 9.12148
H -9.58487 3.94163 8.76832
H -11.40229 4.82813 6.89976
H -9.83023 4.17119 6.43779
H -10.55568 7.11715 6.74417
H -9.64477 6.31984 5.44536
*
```

SMILES string: CP(C)c1c2c(c([PH2]=N)c([PH2]=N)c1-c1cccnc1)N(P(O)O)c1c(CC(=O)Br)c(O)c(N)c(CC(=O)I)c1S2.O=C1CCCO1.O=C1CCCO1.O=C1CCCO1.O=C1CCCO1.O=C1CCCO1.O=C1CCCO1.O=C1CCCO1
E_tot: -8322.1394 Ha
Orbital gap: 7.088 eV

These are the Mulliken partial charges, in e, on atoms 1 to 5:
1 C -0.957
2 P 0.605
3 C -0.808
4 C -0.322
5 C 0.488

No. 2
Formula: C51H68BClFN13O4S
Source: OMol25
Level of theory: ωB97M-V with the def2-TZVPD basis set

```
! wB97M-V def2-TZVPD RIJCOSX def2/J DEFGRID3
* xyz 0 1
C -3.54318 -2.01335 -3.02275
C -2.66549 -2.15086 -4.26984
C -1.30964 -2.74487 -3.92112
Cl -1.53603 -4.37691 -3.23321
N -0.31704 -2.93063 -5.01489
B -0.60381 -4.07926 -5.99824
O -1.79207 -4.18775 -6.63330
O 0.36544 -5.02424 -6.16404
S 0.25295 -1.62190 -5.79411
O 1.67341 -1.61591 -5.85306
O -0.50471 -1.36294 -6.97665
F -0.13747 -0.49160 -4.75167
H -3.96440 -2.97680 -2.74126
H -2.95920 -1.64918 -2.17549
H -4.36359 -1.31795 -3.18797
H -2.53570 -1.15861 -4.70126
H -3.17810 -2.77194 -5.00198
H -0.82509 -2.15195 -3.15003
H -2.22162 -3.34183 -6.79888
H 1.15561 -4.73391 -6.62925
N -6.95444 -1.57761 -0.86550
C -7.92075 -0.68509 -1.24531
C -7.68611 0.49050 -0.58473
C -6.53247 0.29994 0.22425
C -6.10133 -0.98247 0.02932
H -6.88629 -2.52210 -1.19567
H -8.68906 -0.96176 -1.94632
H -8.27793 1.38637 -0.66824
H -6.07065 1.01846 0.87975
H -5.26692 -1.51876 0.45044
N 0.27713 2.26259 -3.55383
C -0.73971 3.16443 -3.68982
C -0.63655 4.06883 -2.66511
C 0.49557 3.69832 -1.88579
C 1.03559 2.57616 -2.46123
H 0.44500 1.48449 -4.16586
H -1.44674 3.09022 -4.49796
H -1.30290 4.89933 -2.49389
H 0.87178 4.19435 -1.00523
H 1.88936 1.98170 -2.18471
N -0.85146 1.61043 0.33277
C -0.24225 2.10133 1.44800
C -0.38990 1.18238 2.45591
C -1.12008 0.08816 1.91965
C -1.39323 0.38555 0.60644
H -0.88264 2.08589 -0.55530
H 0.25741 3.05561 1.42366
H -0.00403 1.27300 3.45829
H -1.40535 -0.81434 2.43435
H -1.91931 -0.17216 -0.14961
N -0.47353 4.94610 3.44843
C 0.66664 5.41813 4.03888
C 0.50613 6.76226 4.24576
C -0.78354 7.11407 3.76194
C -1.36247 5.97163 3.27694
H -0.63557 3.99188 3.18069
H 1.49050 4.76189 4.26156
H 1.23058 7.42023 4.69515
H -1.23357 8.09247 3.77101
H -2.32593 5.80333 2.82719
N 1.32482 -1.98468 0.95532
C 2.58641 -2.23193 0.49134
C 3.14184 -3.20932 1.27142
C 2.17278 -3.56539 2.24916
C 1.06144 -2.79228 2.02626
H 0.69346 -1.29389 0.58664
H 2.98908 -1.69382 -0.35143
H 4.13239 -3.61683 1.15711
H 2.28625 -4.29599 3.03426
H 0.11809 -2.74783 2.54196
N -5.25950 1.71379 3.66404
C -6.46797 1.21427 4.06818
C -6.22530 0.15795 4.90369
C -4.81407 0.01430 5.00739
C -4.24687 0.98890 4.23158
H -5.13301 2.49165 3.04434
H -7.39168 1.64908 3.72726
H -6.97464 -0.44577 5.38725
H -4.27900 -0.72030 5.58535
H -3.21615 1.22777 4.03524
N 0.33707 7.43230 -2.87024
C 0.58642 8.35749 -1.89330
C 0.66214 9.58954 -2.49108
C 0.44621 9.39736 -3.88183
C 0.24990 8.05643 -4.08224
H 0.23168 6.44510 -2.71942
H 0.67804 8.06248 -0.86045
H 0.84867 10.52360 -1.98749
H 0.43686 10.15644 -4.64544
H 0.05604 7.49686 -4.98110
N 1.64123 -6.98339 2.27858
C 1.25613 -7.31504 3.54865
C 1.64195 -8.60965 3.77881
C 2.28867 -9.07369 2.60140
C 2.27047 -8.04725 1.69504
H 1.48881 -6.08971 1.84263
H 0.74436 -6.60657 4.17742
H 1.48472 -9.15983 4.69125
H 2.72505 -10.04520 2.44115
H 2.65934 -7.98038 0.69365
N -5.17404 -4.33689 1.35995
C -3.97103 -4.91092 1.04124
C -3.51429 -5.56466 2.15306
C -4.47677 -5.37404 3.18243
C -5.48786 -4.61220 2.66283
H -5.73590 -3.79114 0.73579
H -3.54750 -4.80944 0.05613
H -2.59440 -6.11998 2.22319
H -4.42959 -5.75415 4.18885
H -6.39672 -4.24307 3.10539
N 3.73937 9.73665 -0.74416
C 4.92483 9.78747 -1.42141
C 5.65353 10.83151 -0.91579
C 4.87288 11.43511 0.10718
C 3.69749 10.73609 0.18743
H 3.00171 9.07833 -0.92060
H 5.14829 9.08163 -2.20259
H 6.63492 11.13077 -1.24330
H 5.14282 12.28400 0.71257
H 2.84049 10.86506 0.82615
N 6.38114 -6.49597 3.30840
C 5.29354 -7.32225 3.39610
C 5.74077 -8.55939 3.77364
C 7.15318 -8.47495 3.91963
C 7.51838 -7.18887 3.62464
H 6.34882 -5.52776 3.05043
H 4.30030 -6.96396 3.18490
H 5.12195 -9.42674 3.92806
H 7.82301 -9.26775 4.20792
H 8.48286 -6.71118 3.61471
N 5.79188 -1.87509 -3.51079
C 4.69520 -1.05973 -3.52766
C 4.77966 -0.23023 -2.44037
C 5.97238 -0.56156 -1.74057
C 6.57439 -1.58067 -2.42786
H 5.99070 -2.58611 -4.18935
H 3.95383 -1.13681 -4.30413
H 4.06491 0.53092 -2.17356
H 6.34321 -0.10501 -0.83848
H 7.48822 -2.11694 -2.23958
*
```

E_tot: -3980.0607 Ha
Orbital gap: 7.674 eV

These are the Mulliken partial charges, in e, on atoms 1 to 5:
1 C -1.303
2 C -0.140
3 C -0.230
4 Cl -0.166
5 N -0.119

No. 3
Formula: C51H70AsN3O4PdS3SiTe
Source: OMol25
Level of theory: ωB97M-V with the def2-TZVPD basis set

```
! wB97M-V def2-TZVPD RIJCOSX def2/J DEFGRID3
* xyz 1 6
Pd 2.04754 0.31388 0.87562
S 3.04557 1.91004 2.10810
C 4.18548 2.77028 1.11115
C 4.99452 3.73554 1.72605
C 5.83758 4.52102 0.96342
C 5.88747 4.36376 -0.41750
C 5.10183 3.39792 -1.03523
C 4.26762 2.59380 -0.27597
As 3.21164 1.16976 -1.04060
C 2.53828 1.90248 -2.68940
C 1.48055 2.80310 -2.62042
C 1.01051 3.40336 -3.77770
C 1.59339 3.10531 -5.00113
C 2.65081 2.20920 -5.07139
C 3.12915 1.60822 -3.91531
C 4.50113 -0.15257 -1.55113
C 4.09037 -1.19285 -2.38111
C 4.95375 -2.24029 -2.65799
C 6.22363 -2.25668 -2.09781
C 6.63043 -1.22460 -1.26687
C 5.77224 -0.16962 -0.99107
H 4.93932 3.86425 2.79884
H 6.45426 5.26749 1.44453
H 6.54129 4.98853 -1.01024
H 5.14445 3.26503 -2.11038
H 1.01876 3.03425 -1.66878
H 0.18863 4.10501 -3.72159
H 1.22753 3.57715 -5.90342
H 3.10993 1.98410 -6.02453
H 3.96098 0.91714 -3.96528
H 3.08945 -1.19280 -2.80141
H 4.63453 -3.04738 -3.30427
H 6.89635 -3.07700 -2.30783
H 7.61812 -1.24057 -0.82645
H 6.09425 0.62922 -0.33375
C 0.27976 4.18131 1.57149
C -0.38808 3.47431 2.74606
C -0.01593 4.14770 4.06124
C -1.90060 3.44979 2.55499
O 0.11099 2.13619 2.72866
Si -0.08682 0.80376 3.64853
S 1.22377 -0.64197 2.84884
O -1.67858 0.40696 3.52453
C -2.47290 -0.51001 4.28323
C -1.74090 -1.83689 4.47807
C -2.80673 0.11507 5.64735
C -3.74179 -0.70936 3.52830
O 0.17324 1.11772 5.22489
C 1.16302 0.90044 6.23914
C 2.52930 1.36878 5.75616
C 0.71149 1.72576 7.43755
C 1.20493 -0.58227 6.59136
H -0.17398 5.15732 1.39585
H 0.16714 3.57108 0.67296
H 1.34319 4.32672 1.77268
H -0.29385 5.20256 4.03766
H 1.06049 4.07709 4.21997
H -0.52124 3.66699 4.89769
H -2.30406 4.46286 2.56321
H -2.37709 2.86714 3.34187
H -2.12831 2.98086 1.59576
H -0.84445 -1.69667 5.08422
H -1.43719 -2.25164 3.51791
H -2.38999 -2.54898 4.98898
H -1.88695 0.32697 6.19006
H -3.42442 -0.56283 6.23569
H -3.35196 1.04817 5.50615
H -1.94188 -4.08954 1.51003
H -4.14937 0.11980 2.96804
H -4.36842 -1.56419 3.73581
H 2.47732 2.40969 5.43420
H 2.86740 0.75744 4.92123
H 3.25914 1.29087 6.56272
H 0.67294 2.78312 7.17464
H 1.40323 1.59906 8.27049
H -0.28182 1.41257 7.75987
H 1.46552 -1.17208 5.71176
H 0.23725 -0.91310 6.97228
H 1.95476 -0.76536 7.36164
N -4.19040 1.82717 -0.61958
C -3.34121 1.81833 -1.65506
N -3.85594 1.83977 -2.88846
S -1.66870 1.77419 -1.39352
H -5.18229 1.95502 -0.73432
H -3.80181 1.87980 0.30801
H -4.84558 1.77044 -3.05969
H -3.22430 1.73542 -3.66517
C 1.83682 -3.48924 -0.77648
C 2.01429 -2.14294 -0.14692
O 3.01330 -1.89895 0.62967
N 1.23804 -1.13140 -0.31390
Te -0.78290 -1.04762 -2.38239
C -2.25170 -0.98278 -3.91540
C -1.81319 -0.70379 -5.21707
C -0.36779 -0.45177 -5.56394
C -2.74511 -0.67877 -6.24982
C -4.09409 -0.90257 -6.02442
C -5.09043 -0.87182 -7.14832
C -4.51042 -1.14241 -4.71891
C -3.61913 -1.18905 -3.65662
C -4.16438 -1.47536 -2.28400
C -1.46319 -2.81102 -1.45347
C -1.47932 -4.00939 -2.22046
C -1.05591 -4.09620 -3.65544
C -1.87896 -5.20067 -1.56004
C -2.29030 -5.23381 -0.27045
C -2.66540 -6.49724 0.43083
C -2.40387 -3.97074 0.51672
C -1.85460 -2.74526 -0.14909
C -1.80802 -1.53384 0.71137
H 2.70234 -4.11337 -0.56323
H 1.72490 -3.38372 -1.85783
H 0.93956 -3.97046 -0.38618
H 0.19600 0.00269 -4.74771
H -0.29786 0.21926 -6.41883
H 0.13356 -1.38312 -5.83840
H -2.40174 -0.47480 -7.25736
H -4.59503 -0.84194 -8.11658
H -5.73392 0.00637 -7.07207
H -5.73471 -1.75040 -7.11937
H -5.56446 -1.30974 -4.52414
H -5.22953 -1.24605 -2.24731
H -3.66307 -0.89597 -1.51015
H -4.04160 -2.52841 -2.03022
H -0.42716 -3.25629 -3.96202
H -1.91452 -4.12029 -4.33350
H -0.48178 -5.00805 -3.82655
H -1.82712 -6.12997 -2.11787
H -2.65974 -7.35155 -0.24338
H -3.65953 -6.41415 0.87822
H -1.97015 -6.69966 1.25045
H -3.46626 -3.78286 0.75701
H -2.61239 -1.55463 1.44938
H -1.87133 -0.59394 0.15902
H -0.86690 -1.50113 1.27207
*
```

<S²>: 8.84
E_tot: -6566.1672 Ha
Orbital gap (alpha / beta): 6.587 / 5.347 eV
Energy relative to the best compared isomer or geometry (same formula, charge and spin): 25.19 kcal per mole

These are the Mulliken partial charges, in e, on atoms 1 to 5:
1 Pd 0.011
2 S -0.415
3 C 0.511
4 C -0.706
5 C -0.662

no.,molecular weight (g/mol)
1,1416.884
2,1024.522
3,1222.367